Record 1
DFT (the ωB97M-V functional and the def2-TZVPD basis) results for a structure of composition C27H28LaN7O6S.

```
! RIJCOSX wB97M-V def2-TZVPD def2/J DEFGRID3
* xyz 0 1
La 0.34836 -0.50769 -0.47036
N -2.80869 3.27929 -0.24477
C -1.83325 2.38396 -0.44904
N -1.46749 1.43297 0.31415
C -2.11625 1.30959 1.56889
N -1.86821 0.37823 2.39601
N -0.83710 -0.45848 2.02205
C -0.50086 -1.31113 2.92172
C 0.53804 -2.31382 2.68477
C 0.62793 -3.35176 3.64850
C 1.42639 -4.41619 3.38280
C 2.28158 -4.37535 2.26747
C 2.19106 -3.32426 1.42282
N 1.31256 -2.28676 1.57176
C -3.28026 2.20760 1.81245
C -4.05849 2.03775 2.96241
C -5.16712 2.81827 3.09268
C -5.49608 3.80291 2.14301
C -4.67904 4.04767 1.07876
C -3.62244 3.19945 0.90109
H -2.90020 4.04463 -0.87479
H -1.28759 2.50386 -1.37675
H -0.99667 -1.31444 3.91039
H -0.02939 -3.43899 4.53323
H 1.53633 -5.28900 4.03228
H 2.93413 -5.22021 2.02163
H 2.76329 -3.26213 0.48509
H -3.69786 1.36938 3.72813
H -5.87457 2.71298 3.89991
H -6.44788 4.34469 2.23858
H -4.86859 4.78641 0.30035
N 2.00887 0.87100 1.28519
C 3.41409 0.43029 1.36827
C 3.74573 -0.30151 -0.00077
O 4.90705 -0.57548 -0.26567
O 2.69934 -0.68861 -0.62492
H 1.97165 1.82353 0.92245
H 1.59424 0.94716 2.22459
H 3.51866 -0.36719 2.11163
H 4.15324 1.19317 1.62844
O 1.03410 0.02317 -3.08565
C 1.30810 1.19863 -2.90168
N 0.78939 1.88660 -1.82371
S 1.33920 3.38219 -1.70771
O 0.33680 4.35607 -2.11712
O 1.89527 3.56496 -0.42621
C 2.52617 3.23624 -2.99782
C 3.47800 4.14472 -3.40454
C 4.29452 3.75781 -4.45448
C 4.11467 2.52944 -5.10569
C 3.16872 1.64445 -4.64803
C 2.37041 2.00770 -3.59110
H 3.64688 5.04759 -2.88282
H 5.08267 4.34208 -4.87888
H 4.79240 2.34244 -5.98252
H 2.99687 0.69041 -5.12320
C -0.92856 -4.08946 0.35907
C -1.52974 -3.44961 -0.92909
C -3.03292 -3.23041 -0.64842
C -1.18626 -4.35648 -2.08889
O -0.95147 -2.20357 -1.22374
H -1.14560 -5.15751 0.47124
H -1.23731 -3.54153 1.28274
H 0.12073 -4.06189 0.23691
H -3.60908 -4.13197 -0.36675
H -3.55391 -2.78968 -1.51333
H -2.98746 -2.50811 0.19019
H -1.66673 -5.33426 -2.09433
H -0.13324 -4.60157 -2.12368
H -1.46716 -3.82026 -2.99521
*
```

The HOMO-LUMO gap comes out at 7.184 eV. Its max |F| is 2.8 eV/Å.

List of Löwdin charges in e, atom by atom: number 1, La, carries 2.08; number 2, N, carries 0.15; number 3, C, carries -0.17; number 4, N, carries 0.05; number 5, C, carries -0.26; number 6, N, carries 0.07; number 7, N, carries -0.06; number 8, C, carries -0.08; number 9, C, carries -0.28; number 10, C, carries -0.03; number 11, C, carries -0.05; number 12, C, carries -0.05; number 13, C, carries -0.12; number 14, N, carries 0.06; number 15, C, carries -0.07; number 16, C, carries -0.01; number 17, C, carries -0.07; number 18, C, carries -0.06; number 19, C, carries -0.02; number 20, C, carries -0.18; number 21, H, carries 0.15; number 22, H, carries 0.10; number 23, H, carries 0.14; number 24, H, carries 0.13; number 25, H, carries 0.12; number 26, H, carries 0.12; number 27, H, carries 0.13; number 28, H, carries 0.11; number 29, H, carries 0.11; number 30, H, carries 0.12; number 31, H, carries 0.13; number 32, N, carries -0.07; number 33, C, carries -0.15; number 34, C, carries -0.66; number 35, O, carries 0.02; number 36, O, carries -0.28; number 37, H, carries 0.04; number 38, H, carries 0.08; number 39, H, carries 0.10; number 40, H, carries 0.11; number 41, O, carries -0.03; number 42, C, carries -0.52; number 43, N, carries -0.19; number 44, S, carries 0.59; number 45, O, carries -0.32; number 46, O, carries -0.29; number 47, C, carries -0.21; number 48, C, carries -0.02; number 49, C, carries -0.06; number 50, C, carries -0.06; number 51, C, carries 0.00; number 52, C, carries -0.13; number 53, H, carries 0.11; number 54, H, carries 0.10; number 55, H, carries 0.13; number 56, H, carries 0.13; number 57, C, carries -0.05; number 58, C, carries -0.74; number 59, C, carries -0.05; number 60, C, carries -0.05; number 61, O, carries -0.48; number 62, H, carries 0.09; number 63, H, carries 0.08; number 64, H, carries 0.04; number 65, H, carries 0.08; number 66, H, carries 0.08; number 67, H, carries 0.07; number 68, H, carries 0.08; number 69, H, carries 0.08; number 70, H, carries 0.09


Record 2
DFT (the ωB97M-V functional and the def2-TZVPD basis) results for a cluster of 10 separate species, C5H30NO9S in total.

```
! RIJCOSX wB97M-V def2-TZVPD def2/J DEFGRID3
* xyz -1 1
C 1.78820 -0.01098 2.70174
N 1.28206 0.31263 1.35508
C 2.22472 -0.18795 0.29873
C 1.69662 0.20285 -1.07686
S 2.81183 -0.59156 -2.22484
C 0.58112 0.26687 3.66070
C -0.11739 -1.09260 3.87569
H 2.64443 0.65349 2.89404
H 2.20704 -1.00231 2.79483
H 0.37336 -0.16380 1.24986
H 2.30543 -1.26576 0.45858
H 3.21220 0.31362 0.47604
H 0.62782 0.07696 -1.13965
H 1.82354 1.33231 -1.17164
H -0.10964 1.00084 3.23146
H 0.72303 0.80276 4.57675
H 0.59188 -1.84471 4.32064
H -1.04272 -1.06702 4.44397
H -0.57148 -1.64036 3.02096
H 0.44696 -3.83425 1.24071
H -0.90684 -3.42436 1.81068
O -0.09971 -3.88942 2.02970
H -0.08076 3.20119 -0.39719
H -0.09831 3.18876 -1.95632
O -0.64351 3.07232 -1.16898
H -2.66483 0.75557 2.76883
H -2.39081 1.41462 1.37183
O -2.95465 0.75879 1.81782
H -2.05069 -0.39117 -2.08385
H -3.43542 -0.74249 -2.17844
O -2.67949 -0.96920 -1.62446
H -3.33340 1.18311 -1.05183
H -2.49819 2.05705 -1.92804
O -3.34194 1.57465 -1.93948
H -2.26754 -1.61961 -0.03417
H -2.55728 -0.96235 1.30950
O -1.98770 -1.63941 0.90621
H 1.13112 -1.41145 -3.59285
H -0.03658 -1.92692 -2.67291
O 0.12791 -1.41409 -3.48195
H 1.39294 2.24618 1.07590
H 2.68464 2.75801 0.24944
O 1.81744 2.99211 0.57363
H -0.69113 1.36165 -1.97296
H -0.27339 0.33380 -3.18015
O -0.96799 0.82746 -2.71567
*
```

The HOMO-LUMO gap comes out at 5.775 eV. Its max |F| is 2.5 eV/Å.

List of Löwdin charges in e, atom by atom: number 1, C, carries -0.23; number 2, N, carries -0.12; number 3, C, carries -0.35; number 4, C, carries -0.76; number 5, S, carries 0.30; number 6, C, carries -0.22; number 7, C, carries -0.13; number 8, H, carries 0.11; number 9, H, carries 0.10; number 10, H, carries 0.10; number 11, H, carries 0.09; number 12, H, carries 0.11; number 13, H, carries 0.03; number 14, H, carries 0.04; number 15, H, carries 0.08; number 16, H, carries 0.08; number 17, H, carries 0.09; number 18, H, carries 0.05; number 19, H, carries 0.04; number 20, H, carries 0.04; number 21, H, carries -0.01; number 22, O, carries -0.07; number 23, H, carries 0.02; number 24, H, carries 0.07; number 25, O, carries -0.05; number 26, H, carries 0.08; number 27, H, carries 0.06; number 28, O, carries -0.06; number 29, H, carries 0.00; number 30, H, carries 0.06; number 31, O, carries -0.08; number 32, H, carries 0.03; number 33, H, carries 0.01; number 34, O, carries -0.08; number 35, H, carries 0.00; number 36, H, carries -0.01; number 37, O, carries -0.10; number 38, H, carries -0.04; number 39, H, carries 0.04; number 40, O, carries -0.17; number 41, H, carries 0.03; number 42, H, carries 0.03; number 43, O, carries -0.10; number 44, H, carries -0.01; number 45, H, carries 0.03; number 46, O, carries -0.10


So what do the calculations give for ΔE to the lowest compared entry with this formula, charge and spin? Going down the list: 0.0; 0.0 kJ/mol.
So what do the calculations give for molecular weight? Going down the list: 717.54; 280.36 g mol⁻¹.
So what do the calculations give for E? Going down the list: -62868.6161; -36426.2394 eV.